# 1
Density functional theory data (the ωB97M-V functional and the def2-TZVPD basis) for a structure of composition C14H33AlF6NO17S6 in a non-equilibrium geometry.

Positions of all 78 atoms, in Å:
1 Al -2.0729 0.2391 1.3436
2 C -4.6229 2.0428 -1.2526
3 F -5.8091 2.6984 -1.6237
4 F -4.6172 0.8767 -1.8619
5 F -3.6472 2.7532 -1.7364
6 S -4.4679 1.9686 0.7171
7 O -5.3635 2.9606 1.3579
8 O -4.8770 0.5934 1.0924
9 N -2.7950 2.1028 0.9043
10 S -2.6148 3.5484 1.2894
11 O -3.2408 4.4792 0.3485
12 O -2.8804 3.8567 2.7004
13 C -0.6641 3.7037 1.0054
14 F -0.4365 3.9134 -0.2754
15 F -0.2145 4.6694 1.7498
16 F -0.0979 2.5640 1.2704
17 O -0.1354 0.6444 0.4546
18 H 0.3336 0.4952 -0.3893
19 O -2.9379 0.6831 -2.9943
20 S -1.9338 0.6180 -1.9269
21 O -2.3313 0.2102 -0.5768
22 O -0.5413 -0.2444 -2.4691
23 C -0.3753 -0.2886 -3.8638
24 C 0.1532 1.0717 -4.3926
25 C -1.1342 2.2582 -1.5858
26 H -1.2837 -0.6829 -4.3193
27 H 0.3854 -1.0661 -3.9327
28 H 0.6968 0.9690 -5.3319
29 H 0.8095 1.5898 -3.6933
30 H -0.6833 1.7443 -4.5818
31 H -1.7179 2.7397 -0.8012
32 H -1.0662 2.7182 -2.5716
33 H -0.1264 2.0032 -1.2579
34 O 3.1130 -1.9571 -0.9390
35 S 3.0509 -0.6231 -1.4544
36 O 1.9872 -0.1086 -2.2932
37 O 3.4825 0.3976 -0.2478
38 C 3.2267 1.8311 -0.3855
39 C 1.7998 2.3702 -0.1757
40 C 4.6503 -0.2203 -2.2655
41 H 3.4835 2.2622 -1.3532
42 H 3.9100 2.4823 0.1595
43 H 1.9989 2.7217 0.8367
44 H 0.9227 1.7316 -0.0713
45 H 1.5893 3.2923 -0.7174
46 H 5.3646 0.0521 -1.4886
47 H 4.6416 0.5315 -3.0547
48 H 5.0512 -1.1207 -2.7310
49 O 0.5833 -2.2752 1.4837
50 S 0.4218 -1.0122 2.2354
51 O -0.8347 -0.3253 2.1510
52 O 0.7759 -1.3258 3.8105
53 C 1.9001 -2.1284 3.9740
54 C 1.6907 -3.0486 5.1568
55 C 1.7726 0.2151 1.8696
56 H 2.6545 -1.3659 4.1677
57 H 2.2131 -2.7281 3.1194
58 H 0.8911 -3.7718 4.9968
59 H 1.5291 -2.5048 6.0876
60 H 2.5549 -3.7037 5.2668
61 H 2.7310 -0.2878 1.7400
62 H 1.8235 0.9137 2.7048
63 H 1.5080 0.7160 0.9384
64 O -1.6573 -1.9410 -2.0239
65 S -0.9905 -2.1176 -0.7455
66 O -1.4753 -1.2291 0.3006
67 O -1.0866 -3.7134 -0.2940
68 C -0.7351 -4.1564 0.9852
69 C -1.8739 -4.9829 1.5289
70 C 0.9180 -1.9577 -0.9042
71 H -0.2983 -3.4218 1.6617
72 H 0.0331 -4.9291 1.0118
73 H -2.3224 -5.7209 0.8638
74 H -2.7056 -4.2989 1.6976
75 H -1.7083 -5.4027 2.5212
76 H 1.0768 -0.8958 -1.0919
77 H 1.2140 -2.4318 -1.8400
78 H 1.4343 -2.2444 0.0120

Properties
* calculated total energy: -5116.86807 a.u.
* strongest force on any atom: 10.55 eV/A
* spin multiplicity: 1
* net charge: +1

# 2
Density functional theory data (the ωB97M-V functional and the def2-TZVPD basis) for a cluster of 2 separate species, C6H7BrCl2O2 in total in a non-equilibrium geometry.

Positions of all 18 atoms, in Å:
1 C 2.2530 -1.7003 -0.3763
2 C -0.6925 0.5968 -0.5403
3 C 2.5558 -0.7939 -1.0949
4 C -2.3620 -0.5071 1.6707
5 C 3.0161 0.2532 -2.0566
6 C -2.3692 0.8908 1.0497
7 O -0.2496 0.3746 -1.6105
8 O -1.8957 0.7638 -0.2655
9 Cl 0.5606 0.7646 0.7853
10 Cl 3.9203 1.3524 -1.0332
11 Br 1.8325 -3.1124 0.6528
12 H -1.2937 -0.8989 1.7944
13 H -2.7374 -0.5542 2.7082
14 H -3.0186 -1.2111 1.1853
15 H 2.1735 0.8914 -2.5385
16 H 3.5670 -0.2906 -2.7817
17 H -1.8492 1.8174 1.5106
18 H -3.4109 1.3635 0.9405

Properties
* strongest force on any atom: 4.19 eV/A
* SMILES: CCOC(=O)Cl.ClCC#CBr
* ΔE to the lowest compared entry with this formula, charge and spin: 190.85 kJ/mol
* spin multiplicity: 1

# 3
Density functional theory data (the ωB97M-V functional and the def2-TZVPD basis) for the molecule C5H9N in a non-equilibrium geometry.

Positions of all 15 atoms, in Å:
1 C -1.3371 0.0894 0.0369
2 C -0.5613 -1.1831 0.0404
3 C 0.7105 -0.6778 -0.5829
4 C 1.6560 -0.1051 0.4095
5 C -0.3173 1.3131 -0.0503
6 H -1.8970 0.2051 -0.9809
7 H -1.9792 0.3793 0.8808
8 H -1.0620 -1.8528 -0.7096
9 H -0.4237 -1.7047 0.9821
10 H 1.0769 -1.2139 -1.5107
11 H 2.7399 0.0338 0.3766
12 H 1.1730 -0.0498 1.4687
13 H 0.0411 1.7582 0.8589
14 H -0.6870 2.2526 -0.5844
15 N 0.8672 0.7556 -0.6351

Properties
* strongest force on any atom: 4.20 eV/A
* SMILES: C1C[C@@H]2CN2C1
* ΔE to the lowest compared entry with this formula, charge and spin: 217.38 kJ/mol
* spin multiplicity: 1

# 4
Density functional theory data (the ωB97M-V functional and the def2-TZVPD basis) for the ion C6H7ClNO with charge +1 in a non-equilibrium geometry.

Positions of all 16 atoms, in Å:
1 C -1.9448 -0.3814 -0.1705
2 C -0.6506 -0.6894 -0.5732
3 C -1.9388 1.0696 -0.0065
4 C -2.9271 2.0039 0.1893
5 C 0.1179 0.4996 -0.7444
6 C 1.8414 -1.3570 -0.0032
7 N 0.6008 -0.5938 0.1499
8 O -0.6283 1.4936 -0.1323
9 Cl -3.3183 -1.3638 -0.0013
10 H -2.5385 2.9641 0.2778
11 H -3.8620 1.5242 0.2882
12 H 0.7728 0.8455 -1.6327
13 H 2.3820 -1.1000 -0.8853
14 H 2.4729 -1.1547 0.8629
15 H 1.4901 -2.4006 -0.0295
16 H 0.2651 -0.2814 1.1050

Properties
* strongest force on any atom: 4.76 eV/A
* SMILES: C=C1O[C@@H]2C(=C1Cl)[N@H+]2C
* ΔE to the lowest compared entry with this formula, charge and spin: 424.60 kJ/mol
* spin multiplicity: 1
* net charge: +1